# 1
A gas-phase ion, C3H7F2N2O (charge +1) in a non-equilibrium geometry. Source: the Open Molecules 2025 dataset; level of theory: the ωB97M-V functional and the def2-TZVPD basis.

```
15
Properties=species:S:1:pos:R:3
C 1.54 -0.72 -0.91
C 1.06 0.39 0.13
F 1.69 0.33 1.34
F 1.26 1.61 -0.36
C -0.38 0.18 0.49
N -0.70 -0.91 1.15
N -1.28 0.96 -0.06
O -2.64 0.79 0.14
H 2.36 -0.31 -1.41
H 0.72 -0.63 -1.74
H 1.97 -1.62 -0.42
H 0.15 -1.43 1.57
H -1.65 -1.06 1.41
H -1.06 1.82 -0.55
H -3.04 0.60 -0.78
```

Summary:
Molecular weight, g/mol: 125.1
SMILES: CC(F)(F)/C(N)=[NH+]/O
Orbital gap, eV: 11.92
Net charge: +1
DFT total energy, eV: -13678.6961
ΔE to the lowest compared entry with this formula, charge and spin, kcal/mol: 0.0

=====

# 2
2 unconnected molecules or ions with the total composition C4H6N2O2 in a non-equilibrium geometry. Source: the Open Molecules 2025 dataset; level of theory: the ωB97M-V functional and the def2-TZVPD basis.

```
14
Properties=species:S:1:pos:R:3
C 1.04 -1.39 1.06
C 0.09 -0.46 0.34
C -0.36 1.81 0.07
C -0.55 -0.35 -0.86
H 2.08 -0.79 1.43
H 1.09 -2.36 0.45
H 0.54 -1.58 2.06
H 0.20 1.12 2.00
H -2.66 0.85 -1.38
H -0.38 -0.61 -2.89
N 0.17 0.87 0.90
N -0.31 1.08 -1.20
O -0.75 2.96 -0.04
O -0.20 -1.16 -1.95
```

Summary:
Molecular weight, g/mol: 114.1
Orbital gap, eV: 5.42
DFT total energy, eV: -11312.1493
ΔE to the lowest compared entry with this formula, charge and spin, kcal/mol: 205.1

=====

# 3
A molecular structure, C14H7BrIrO3S9. Source: the Open Molecules 2025 dataset; level of theory: the ωB97M-V functional and the def2-TZVPD basis.

```
35
Properties=species:S:1:pos:R:3
Ir -0.97 -0.70 -0.89
O 5.33 -1.10 1.83
C 4.24 -1.02 1.33
S 2.96 0.05 1.93
C 1.75 -0.43 0.77
C 2.09 -1.35 -0.15
S 0.99 -1.83 -1.41
S 3.72 -1.97 -0.07
S 0.17 0.32 0.75
Br 1.04 -3.36 3.53
C -0.45 -2.78 2.51
C -1.33 -1.86 3.07
C -2.38 -1.38 2.31
C -2.54 -1.79 0.99
C -1.67 -2.76 0.47
C -0.62 -3.27 1.24
C -3.57 -1.10 0.12
O -4.75 -1.12 0.39
O -3.03 -0.44 -0.87
H -1.16 -1.50 4.07
H -3.06 -0.65 2.72
H -1.87 -3.18 -0.51
H 0.06 -4.00 0.83
C 2.47 2.64 -3.29
S 2.14 2.68 -1.51
C 0.43 3.11 -1.48
C -0.61 2.34 -1.85
S -0.51 0.76 -2.59
S -2.19 3.03 -1.55
C -1.68 4.51 -0.81
S -2.70 5.67 -0.26
S 0.04 4.65 -0.76
H 3.52 2.38 -3.38
H 2.29 3.61 -3.74
H 1.87 1.86 -3.76
```

Summary:
Molecular weight, g/mol: 783.9
Orbital gap, eV: 6.14
Net charge: -1
DFT total energy, eV: -191176.9384
ΔE to the lowest compared entry with this formula, charge and spin, kcal/mol: 23.5

=====

# 4
A gas-phase ion, C4H11N3 (charge +2) in a non-equilibrium geometry. Source: the Open Molecules 2025 dataset; level of theory: the ωB97M-V functional and the def2-TZVPD basis.

```
18
Properties=species:S:1:pos:R:3
C 0.39 0.61 -0.31
C 1.46 1.65 -0.56
C -1.89 -0.24 -0.69
C 1.30 -0.77 1.65
N -1.59 -1.49 -0.08
N -0.71 0.55 -1.05
N 0.68 -0.20 0.60
H 1.12 2.61 -0.16
H 2.40 1.40 -0.07
H 1.64 1.74 -1.63
H -2.42 -0.37 -1.66
H -2.24 -1.83 0.62
H -2.55 0.35 -0.04
H 0.86 -1.77 1.86
H 1.26 -0.19 2.58
H 2.32 -1.10 1.39
H -1.18 -2.21 -0.67
H -0.83 1.26 -1.77
```

Summary:
Molecular weight, g/mol: 101.2
Orbital gap (spin up / spin down), eV: 6.50 / 6.49
Net charge: +2
DFT total energy, eV: -8774.7665
ΔE to the lowest compared entry with this formula, charge and spin, kcal/mol: 100.4

=====

# 5
2 unconnected molecules or ions with the total composition C2H3F3N2 in a non-equilibrium geometry. Source: the Open Molecules 2025 dataset; level of theory: the ωB97M-V functional and the def2-TZVPD basis.

```
10
Properties=species:S:1:pos:R:3
C -1.33 -0.46 -0.14
C 1.84 -0.03 0.16
N -1.20 0.86 0.29
N -0.43 0.39 -0.73
F 1.97 0.37 1.41
F 1.88 -1.36 0.04
F 2.63 0.57 -0.70
H -1.18 -1.29 0.56
H -2.14 -0.58 -0.85
H -2.04 1.52 -0.04
```

Summary:
Molecular weight, g/mol: 112.1
Orbital gap (spin up / spin down), eV: 8.79 / 9.58
DFT total energy, eV: -13249.9343
ΔE to the lowest compared entry with this formula, charge and spin, kcal/mol: 124.7

=====

# 6
2 unconnected molecules or ions with the total composition C4H10Cl2SSi in a non-equilibrium geometry. Source: the Open Molecules 2025 dataset; level of theory: the ωB97M-V functional and the def2-TZVPD basis.

```
18
Properties=species:S:1:pos:R:3
C 2.84 -0.67 -1.24
C -2.67 1.99 0.36
C 2.48 -0.27 0.24
C 1.42 -1.22 0.61
Si -3.09 0.19 0.44
S 1.63 -2.76 0.84
Cl -5.06 -0.30 0.43
Cl -1.90 -0.41 -1.10
H 3.71 -0.21 -1.77
H 3.17 -1.78 -1.19
H 2.00 -0.76 -1.92
H -3.24 2.52 -0.53
H -2.85 2.52 1.34
H -1.57 2.08 0.17
H 2.12 0.75 0.37
H 3.33 -0.43 0.92
H 0.32 -0.83 0.48
H -2.63 -0.41 1.55
```

Summary:
Molecular weight, g/mol: 189.2
Orbital gap (spin up / spin down), eV: 7.09 / 8.18
2S+1: 3
DFT total energy, eV: -48067.1015

=====

# 7
A molecular structure, C38H47GeN3PSTi in a non-equilibrium geometry. Source: the Open Molecules 2025 dataset; level of theory: the ωB97M-V functional and the def2-TZVPD basis.

```
92
Properties=species:S:1:pos:R:3
Ti 0.27 0.11 -0.04
C 0.54 -2.27 -2.91
C 0.22 -2.28 -1.45
C -0.98 -1.74 -0.96
C -1.30 -1.79 0.41
C -0.41 -2.39 1.30
C 0.73 -3.02 0.81
C 1.06 -2.93 -0.53
H 0.43 -3.28 -3.31
H 1.57 -1.96 -3.09
H -0.13 -1.62 -3.47
H -1.71 -1.36 -1.65
H -2.24 -1.37 0.77
H -0.66 -2.46 2.36
H 1.37 -3.57 1.49
H 1.96 -3.41 -0.90
N 3.66 1.94 -1.45
C 2.94 2.30 -2.58
C 3.30 3.08 -3.68
C 2.36 3.18 -4.69
C 1.14 2.51 -4.61
C 0.78 1.75 -3.51
C 1.70 1.66 -2.47
N 1.67 0.94 -1.26
C 2.90 1.13 -0.72
C 3.20 0.44 0.51
C 4.35 0.29 1.22
S 4.06 -0.70 2.58
C 2.45 -0.89 2.10
N 2.11 -0.24 1.00
H 4.61 2.21 -1.24
H 4.26 3.56 -3.75
H 2.59 3.75 -5.57
H 0.46 2.58 -5.45
H -0.15 1.20 -3.50
H 5.33 0.69 1.03
H 1.76 -1.47 2.69
C -1.94 0.89 2.84
P -0.31 1.44 2.24
C 0.83 1.15 3.62
C 1.96 1.98 3.74
C 2.82 1.83 4.81
C 2.57 0.86 5.78
C 1.45 0.05 5.68
C 0.59 0.19 4.60
C -0.31 3.23 2.03
C 0.49 3.82 1.06
C 0.58 5.21 0.96
C -0.13 6.01 1.84
C -0.92 5.43 2.83
C -1.00 4.05 2.93
H -2.25 1.43 3.74
H -1.89 -0.16 3.10
H -2.71 1.03 2.08
H 2.14 2.77 3.02
H 3.67 2.49 4.92
H 3.23 0.76 6.63
H 1.24 -0.68 6.45
H -0.30 -0.43 4.57
H 1.09 3.21 0.38
H 1.21 5.66 0.21
H -0.06 7.08 1.77
H -1.46 6.05 3.53
H -1.60 3.62 3.73
C -4.15 3.03 -5.02
C -3.72 1.79 -4.27
C -2.80 2.21 -2.97
C -2.50 0.92 -2.29
Ge -1.81 2.20 -0.73
C -3.31 2.91 0.33
C -4.12 4.06 -0.31
C -3.28 5.26 -0.71
C -4.14 6.46 -1.08
H -4.73 2.73 -5.89
H -3.29 3.60 -5.38
H -4.78 3.67 -4.40
H -3.09 1.14 -4.87
H -4.58 1.25 -3.88
H -3.46 2.89 -2.44
H -1.94 2.72 -3.41
H -1.80 0.25 -2.76
H -3.32 0.44 -1.77
H -0.78 3.15 -1.36
H -2.85 3.29 1.24
H -3.97 2.08 0.60
H -4.85 4.37 0.45
H -4.72 3.68 -1.14
H -2.63 5.01 -1.55
H -2.61 5.51 0.13
H -4.84 6.21 -1.87
H -3.53 7.29 -1.43
H -4.71 6.81 -0.22
```

Summary:
Molecular weight, g/mol: 729.3
Orbital gap (spin up / spin down), eV: 5.89 / 5.63
Net charge: +4
2S+1: 2
DFT total energy, eV: -144355.9604
ΔE to the lowest compared entry with this formula, charge and spin, kcal/mol: 24.0

=====

# 8
5 unconnected molecules or ions with the total composition C20H39N6O7S in a non-equilibrium geometry. Source: the Open Molecules 2025 dataset; level of theory: the ωB97M-V functional and the def2-TZVPD basis.

```
73
Properties=species:S:1:pos:R:3
C -1.20 -4.59 1.02
O 0.04 -5.36 0.84
C 1.12 -4.91 1.72
C 2.28 -4.22 0.76
C 3.18 -3.02 1.44
C 4.33 -2.32 0.44
C 5.22 -1.11 1.16
O 4.23 -0.09 1.65
N 4.17 0.88 0.70
O 4.15 1.97 1.30
C 4.50 -2.82 -1.11
C 3.48 -4.04 -1.64
S 3.69 -4.54 -3.46
N 2.44 -4.68 -0.71
H -2.05 -5.37 1.33
H -1.17 -3.74 1.82
H -1.50 -4.07 -0.01
H 0.83 -4.15 2.56
H 1.64 -5.83 2.28
H 2.99 -2.67 2.55
H 5.85 -1.51 2.08
H 5.92 -0.66 0.31
H 5.29 -2.32 -1.84
H 3.10 -3.47 -4.20
H 1.85 -5.45 -1.13
C -3.20 -0.95 3.07
C -2.82 -2.24 3.74
O -1.93 -2.97 3.31
N -3.51 -2.60 4.87
C -4.58 -1.90 5.53
H -2.57 -0.81 2.19
H -4.24 -0.99 2.74
H -3.04 -0.11 3.75
H -3.20 -3.48 5.26
H -4.26 -1.68 6.55
H -5.45 -2.55 5.55
H -4.83 -0.96 5.02
C 1.13 1.21 2.27
C -0.31 1.07 1.88
O -0.82 -0.03 1.65
N -1.07 2.20 1.79
C -0.66 3.56 2.02
H 1.60 0.22 2.31
H 1.67 1.82 1.54
H 1.21 1.66 3.27
H -2.03 2.02 1.52
H -1.29 3.97 2.82
H -0.84 4.13 1.10
H 0.39 3.65 2.30
C -3.64 6.46 0.12
C -2.24 6.42 -0.44
O -1.47 5.49 -0.20
N -1.83 7.45 -1.23
C -2.57 8.62 -1.63
H -3.81 5.58 0.73
H -3.76 7.35 0.75
H -4.36 6.47 -0.70
H -0.88 7.34 -1.57
H -2.62 8.63 -2.72
H -2.02 9.50 -1.29
H -3.58 8.64 -1.22
C 0.18 -2.04 -5.47
C 1.58 -2.08 -6.03
O 2.34 -3.01 -5.79
N 1.99 -1.05 -6.82
C 1.25 0.12 -7.22
H 0.00 -2.93 -4.86
H 0.06 -1.15 -4.84
H -0.55 -2.03 -6.29
H 2.94 -1.16 -7.16
H 1.20 0.13 -8.31
H 1.80 1.00 -6.88
H 0.24 0.14 -6.81
```

Summary:
Molecular weight, g/mol: 507.6
Orbital gap, eV: 6.57
Net charge: +1
DFT total energy, eV: -55463.7768

=====

Among the records above, which one has the lowest molecular weight?
C4H11N3